{"formula": "C24H23AsN4O5STi", "method": "wB97M-V/def2-TZVPD", "orbital_gap_ha": 0.260, "multiplicity": 1, "homo_ev": -8.1, "e_tot_ev": -136252.5336, "species": ["Ti", "N", "C", "S", "N", "N", "C", "C", "C", "C", "C", "C", "C", "O", "H", "H", "H", "H", "H", "H", "H", "O", "C", "O", "C", "C", "C", "C", "C", "N", "C", "O", "O", "H", "H", "H", "C", "As", "C", "C", "C", "C", "C", "C", "C", "C", "H", "H", "H", "H", "H", "H", "H", "H", "H", "H", "H", "H", "H"], "xyz": [[0.575808, -0.082319, 2.368824], [2.825589, 2.881658, 4.681907], [2.331532, 1.855504, 3.950518], [0.952796, 1.024880, 4.580340], [2.976945, 1.559110, 2.848106], [2.461742, 0.538524, 2.103376], [3.278677, -0.060719, 1.298285], [2.948280, -1.217332, 0.498443], [3.972405, -1.978852, -0.077400], [3.697210, -3.133257, -0.777322], [2.377610, -3.534887, -0.958090], [1.343535, -2.775243, -0.448399], [1.608244, -1.629079, 0.300881], [0.611840, -0.903519, 0.794009], [2.475281, 2.991329, 5.615973], [3.752184, 3.213807, 4.474093], [4.301082, 0.311353, 1.270824], [5.001321, -1.668397, 0.055591], [4.505657, -3.719498, -1.189857], [2.159107, -4.442879, -1.503173], [0.310464, -3.054958, -0.613278], [-2.725150, 1.991503, 1.919629], [-1.896472, 1.143549, 2.121788], [-0.593876, 1.305813, 2.142706], [-2.260453, -0.302168, 2.441423], [-3.473817, -0.960143, 2.353132], [-3.496401, -2.311532, 2.684137], [-2.329594, -2.976683, 3.061904], [-1.159164, -2.244976, 3.115517], [-1.174976, -0.949182, 2.839503], [0.287026, -2.697369, 3.385536], [0.554858, -3.821211, 3.727278], [1.109455, -1.714265, 3.178690], [-4.356331, -0.434505, 2.019113], [-4.428291, -2.859339, 2.639723], [-2.326849, -4.031084, 3.296039], [-2.386135, 2.203936, -1.267570], [-1.269522, 0.683225, -0.686155], [0.416040, 1.691473, -0.767757], [-1.030662, -0.246807, -2.474244], [-1.149993, 0.660143, -3.648072], [-0.046345, 1.340633, -4.158285], [-0.190187, 2.249677, -5.195829], [-1.439216, 2.486223, -5.748364], [-2.545543, 1.807650, -5.257132], [-2.400030, 0.904515, -4.218436], [-1.990858, 2.655703, -2.175871], [-2.388237, 2.938670, -0.463983], [-3.417063, 1.899157, -1.446580], [0.382180, 2.377548, -1.613801], [1.261247, 1.014867, -0.900843], [0.567177, 2.266854, 0.144789], [-1.792236, -1.026904, -2.527840], [-0.047885, -0.720480, -2.423947], [0.933884, 1.149262, -3.737742], [0.675800, 2.779384, -5.571615], [-1.548136, 3.199209, -6.554277], [-3.525400, 1.989204, -5.678936], [-3.266154, 0.383223, -3.827280]], "atomic_forces_ev_per_a": [[0.69, 0.77, 2.05], [0.01, 0.04, 0.05], [0.08, -0.39, -0.27], [0.23, -0.04, 0.13], [0.68, 0.84, 0.02], [1.19, -0.09, -0.08], [0.03, 0.26, 0.24], [-0.47, -0.19, -0.14], [0.01, 0.10, 0.10], [0.04, -0.06, -0.09], [0.08, 0.10, 0.03], [-0.23, 0.12, 0.07], [0.85, -0.38, -0.59], [0.39, -0.45, -1.49], [0.03, 0.04, 0.00], [-0.02, 0.00, -0.07], [-0.02, -0.01, 0.04], [0.00, 0.05, 0.05], [0.02, -0.02, 0.00], [-0.02, 0.00, -0.04], [0.00, -0.01, 0.06], [0.17, -0.08, 0.09], [-1.35, 0.11, 0.17], [-0.92, 0.78, -0.46], [0.08, 0.16, 0.20], [0.03, 0.09, 0.01], [0.13, 0.07, 0.03], [0.05, 0.00, 0.05], [0.23, -0.10, 0.14], [-1.28, -0.59, 0.20], [-0.62, -0.67, 0.24], [-0.09, 0.09, -0.07], [0.20, -0.72, 0.33], [0.00, 0.04, 0.03], [-0.01, 0.00, -0.04], [0.06, -0.02, 0.01], [0.01, -0.09, 0.03], [-0.24, 0.28, -1.32], [0.08, 0.02, -0.08], [-0.15, 0.07, 0.33], [0.00, 0.07, -0.06], [-0.02, -0.06, 0.02], [0.02, 0.01, -0.01], [0.01, 0.08, -0.02], [-0.01, -0.01, -0.02], [0.09, -0.05, 0.00], [0.03, 0.01, 0.01], [0.02, -0.03, 0.06], [0.01, -0.07, 0.02], [0.01, 0.00, 0.00], [-0.02, -0.03, 0.01], [-0.08, -0.01, -0.01], [0.07, -0.03, 0.08], [-0.04, -0.03, 0.02], [0.01, 0.02, 0.01], [0.02, -0.02, -0.02], [-0.02, 0.01, -0.02], [-0.01, -0.01, -0.02], [-0.02, 0.00, -0.01]]}